[1]
DFT (ωB97M-V/def2-TZVPD) results for C14H10BrF9ORu as an isolated structure.

Summary:
Molar mass = 546.19 g mol⁻¹
Spin multiplicity = 6
HOMO (alpha / beta) = -3.08 / -4.47 eV
Gap between HOMO and LUMO (alpha / beta) = 6.33 / 5.91 eV
Charge = -1
E_LUMO (alpha / beta) = 3.25 / 1.44 eV

```
36
Properties=species:S:1:pos:R:3:forces:R:3
C -1.20100 -0.98912 -1.54973 -1.78 0.01 -0.40
C -1.99716 -1.36467 -0.40427 -0.01 0.32 -0.87
C -2.47029 -0.18557 0.20579 -0.46 0.53 -0.85
H -2.29122 -2.38283 -0.12608 0.49 0.47 0.01
C -1.99185 0.95136 -0.52022 -0.38 -1.18 -0.66
C -1.23193 0.45909 -1.65086 -1.53 -0.23 -0.23
H -0.93124 1.07435 -2.49976 0.16 -0.36 0.58
H -0.78088 -1.68072 -2.27562 -0.07 0.31 0.31
H -3.13005 -0.13852 1.05984 0.27 -0.02 0.13
H -2.26632 1.98153 -0.33866 0.20 -0.07 0.05
Ru 0.14447 -0.04109 -0.08346 -0.08 0.60 1.94
Br 2.23890 -0.59213 -0.89365 2.66 -0.72 0.00
C 2.07090 0.67535 -3.44478 -1.06 2.30 -1.06
C 1.01771 1.46787 -3.96185 1.35 -0.47 0.30
C 0.03234 0.59065 -4.51068 0.58 -0.23 0.16
H 0.99759 2.55702 -3.97938 -0.05 -0.37 0.07
C 0.46593 -0.74643 -4.28732 1.11 -0.36 0.12
C 1.72964 -0.70535 -3.65657 -1.79 -1.09 -1.51
H 2.33298 -1.58404 -3.44806 -0.09 0.40 -0.01
H 2.98794 1.07422 -3.02211 -0.26 -0.25 -0.10
H -0.88089 0.88887 -5.02417 0.24 -0.08 0.19
H -0.05395 -1.65586 -4.59823 0.18 0.42 0.16
F 2.25690 -0.81086 2.16935 -0.26 0.80 0.85
C 1.72522 0.23282 2.85865 0.28 -0.27 -0.38
F 2.40141 0.34934 4.02223 0.05 0.04 -0.64
F 1.94052 1.35055 2.11726 -0.02 -0.65 0.73
C 0.19890 0.01210 3.05264 -1.40 -0.16 0.07
O -0.45863 -0.03700 1.86995 0.53 0.09 1.98
C -0.08609 -1.31814 3.87926 0.28 -0.02 -0.47
F 0.51699 -1.25720 5.09727 -0.48 -0.52 -0.48
F -1.41257 -1.52117 4.06555 1.00 0.00 -0.03
F 0.37858 -2.40682 3.22539 -0.19 0.58 0.52
C -0.42145 1.16906 3.95539 0.33 0.07 -0.21
F 0.28994 1.31502 5.11289 -0.81 0.34 -0.58
F -0.40872 2.34812 3.29936 0.09 -0.55 0.45
F -1.71261 0.92023 4.28463 0.91 0.35 -0.12
```
Positions in Å, forces in eV/Å.

Löwdin atomic charge list, values in e, 8 entries:
1 C -0.278
2 C -0.167
3 C -0.195
4 H 0.095
5 C -0.188
6 C -0.292
7 H 0.064
8 H 0.071

[2]
DFT (ωB97M-V/def2-TZVPD) results for C14H10FNO4Pd as an isolated structure.

Summary:
Molar mass = 381.65 g mol⁻¹
Spin multiplicity = 3
HOMO (alpha / beta) = -7.52 / -8.54 eV
Gap between HOMO and LUMO (alpha / beta) = 6.88 / 7.16 eV
E_LUMO (alpha / beta) = -0.65 / -1.38 eV

```
31
Properties=species:S:1:pos:R:3:forces:R:3
Pd -0.04553 -0.90564 -2.36425 0.34 -0.31 -0.24
O -3.79700 -1.22691 0.07731 -0.09 0.03 -0.09
C -2.64139 -1.26258 -0.59035 0.17 0.00 0.20
O -2.56400 -1.17581 -1.79166 -0.16 0.06 -0.07
C -1.45185 -1.41103 0.30394 -0.10 -0.06 -0.06
C -1.50057 -1.36475 1.67911 -0.07 -0.04 0.11
C -0.29863 -1.46809 2.37636 -0.08 0.01 0.08
C 0.88230 -1.62426 1.68186 0.08 -0.07 0.03
C 0.84397 -1.66838 0.29230 -0.11 -0.09 -0.05
N -0.30585 -1.56378 -0.35684 -0.13 0.23 0.11
C 2.10137 -1.81262 -0.56622 0.12 0.27 0.02
O 3.13904 -2.01926 0.04349 0.02 -0.05 -0.21
O 1.92675 -1.66236 -1.82695 -0.06 -0.03 0.11
H -4.50381 -1.11773 -0.57848 0.01 -0.01 0.05
H -2.44775 -1.24127 2.18381 0.03 0.00 0.02
H -0.29446 -1.41893 3.45751 -0.01 0.00 -0.01
H 1.84253 -1.70959 2.17080 0.00 0.01 -0.03
F 1.60620 2.23732 2.57785 0.00 0.00 0.03
C 1.20908 2.04834 1.30266 0.02 0.01 0.00
C -0.12811 2.19739 0.99382 -0.11 0.02 -0.02
C -0.53476 1.98018 -0.31248 -0.11 0.03 0.08
C 0.37734 1.61048 -1.30939 -0.01 -0.07 -0.06
C -0.08369 1.22320 -2.63489 0.11 0.04 0.14
C 1.73003 1.49287 -0.94899 0.05 -0.01 0.01
C 2.15112 1.70717 0.35069 0.06 -0.02 -0.06
H -0.82937 2.47881 1.76947 0.02 -0.01 -0.02
H -1.58463 2.08307 -0.56979 0.05 0.00 0.02
H 0.64555 1.28168 -3.44001 0.04 0.07 -0.06
H -1.08012 1.54912 -2.91193 -0.07 -0.03 -0.03
H 2.44741 1.17424 -1.69482 0.02 0.02 0.00
H 3.18885 1.58911 0.63610 -0.04 0.00 -0.02
```
Positions in Å, forces in eV/Å.

Löwdin atomic charge list, values in e, 8 entries:
1 Pd 0.896
2 O 0.134
3 C -0.463
4 O 0.068
5 C -0.186
6 C 0.018
7 C -0.017
8 C 0.031

[3]
DFT (ωB97M-V/def2-TZVPD) results for C14H10LaN2O3S as an isolated structure.

Summary:
Molar mass = 425.22 g mol⁻¹
HOMO = -16.23 eV
Gap between HOMO and LUMO = 2.52 eV
Charge = +3
E_LUMO = -13.71 eV

```
31
Properties=species:S:1:pos:R:3:forces:R:3
O 1.16464 -4.40702 -0.95641 -1.36 2.99 4.01
C 0.83654 -3.28746 -0.31399 2.19 4.02 -3.58
C -0.59847 -3.05843 0.52436 -3.06 6.01 -1.33
C -1.31713 -1.71743 0.54050 2.56 -1.90 -1.17
C -0.57331 -0.55965 -0.41778 -2.72 0.50 -3.25
O -1.34122 -0.02833 -1.35291 4.53 -2.69 5.90
C 1.03021 -0.46833 -0.19911 1.65 1.37 0.73
C 1.76870 0.96473 0.01416 2.15 -4.30 -0.29
C 1.16862 2.44196 0.13614 0.87 0.63 0.66
C -0.20911 2.88989 -0.53793 0.08 1.54 -1.42
S -1.56335 2.88821 0.81072 -1.86 -1.79 -0.50
C -3.11965 2.05364 0.23153 -1.46 -0.37 -3.40
N -3.66413 2.33240 -1.17953 -0.96 -3.21 4.49
N -4.80357 1.55618 -1.38141 2.67 -1.07 6.20
C -4.99990 0.76280 -0.09369 1.66 2.25 -2.01
O -3.96858 1.05069 0.95819 -0.80 2.03 -5.66
C 3.43387 0.84355 0.18537 -1.11 -3.21 -0.26
C 4.25559 -0.57215 0.15700 -4.13 -0.69 -0.19
C 3.46307 -2.01758 -0.00245 -1.66 3.63 -0.35
C 1.82809 -1.94188 -0.18577 -0.21 0.91 0.57
H -1.05602 -3.93549 1.15110 -4.02 4.03 -2.61
H -2.31377 -1.52941 1.13038 2.06 -0.39 -1.27
H 2.01434 3.19619 -0.24848 -1.84 -1.81 0.68
H 1.09872 2.69118 1.30410 0.24 -0.69 -2.31
H -0.54181 2.40329 -1.53860 0.58 0.50 1.99
H -0.10563 4.05610 -0.79100 -0.25 -2.61 0.65
H -5.88564 -0.02568 0.01982 2.24 1.93 0.26
H 4.06698 1.82875 0.34164 -1.46 -2.20 -0.38
H 5.41715 -0.62006 0.29686 -2.50 0.27 -0.30
H 4.00041 -3.07921 0.01188 -1.16 2.67 -0.13
La 0.51436 -4.71145 1.38532 7.06 -8.35 4.26
```
Positions in Å, forces in eV/Å.

Löwdin atomic charge list, values in e, 8 entries:
1 O -0.104
2 C -0.507
3 C -0.299
4 C 0.186
5 C -0.203
6 O 0.049
7 C 0.034
8 C -0.027